Density functional theory data (the ωB97M-V functional and the def2-TZVPD basis) for an isolated molecule of C5H13NO2S2 at a distorted geometry.

The total charge is 0. The calculation puts the calculated total energy at -32645.8622 eV. As for the lowest unoccupied orbital energy: 0.66 eV.

XYZ file:
```
23
Properties=species:S:1:pos:R:3:forces:R:3:nbo_charge:R:1
C -1.483327 0.847475 -1.814269 1.0129 0.7049 -2.8767 -0.636
C -0.380978 1.842647 1.492566 -3.0136 -0.5343 0.7180 -0.264
C 2.554052 -0.005347 1.295404 1.7749 2.9352 -0.0272 -0.270
C -1.654458 -0.473936 -1.156737 2.7409 -2.6792 -0.5625 -0.350
C -0.188193 -1.193236 -0.390325 -3.3037 -0.0039 -0.7283 -0.122
N 0.388103 -0.200903 0.427390 1.7706 2.7360 0.1281 0.013
O -0.513345 0.428435 1.253221 -1.3825 0.4049 0.6194 -0.395
O 1.338429 -0.708996 1.296819 0.8431 -1.0185 -0.3044 -0.399
S 0.835972 -1.659810 -1.782015 1.5244 -0.6190 0.3204 -0.003
S -0.700321 -2.696773 0.612808 0.1333 0.8464 0.0243 -0.043
H -0.899062 0.846296 -2.855200 -1.1197 -0.3329 2.2624 0.211
H -2.453744 1.342753 -2.055832 0.6075 -0.4283 0.4465 0.224
H -0.899501 1.448638 -1.153687 0.2121 0.8965 0.2834 0.213
H -1.438177 2.172902 1.609005 0.3607 -0.3513 -0.2746 0.190
H -0.025174 2.464571 0.750542 1.2316 0.5783 -2.2017 0.185
H 0.006068 2.222378 2.410912 1.1811 -0.8956 1.0148 0.184
H 2.768015 0.768889 0.436969 -1.1129 -1.6602 1.2736 0.197
H 3.418210 -0.657201 1.291550 -0.1455 -0.7412 -0.2463 0.188
H 2.731453 0.595144 2.248050 -0.8045 -0.6056 -0.9005 0.172
H -1.946591 -1.259697 -1.890856 0.1007 0.3952 0.6764 0.208
H -2.356892 -0.416047 -0.381475 -0.8348 -0.1444 1.2135 0.221
H 1.913565 -2.360345 -1.156143 -1.5634 0.9393 -0.4707 0.151
H -1.014105 -3.347839 -0.488697 -0.2131 -0.4223 -0.3880 0.124
```
Forces are in eV/Å.